(1)
Here is a structure of composition C42H33Cl4N5O3SSr from the Open Molecules 2025 dataset. Energies are from ωB97M-V/def2-TZVPD.

Its net charge is -2. The value obtained for the orbital gap is 2.7925 eV. The highest occupied orbital energy comes out at 0.844 eV.

Last column: Mulliken charge in e.
Positions of all 89 atoms, in Å:
Sr 1.63 0.41 -0.03  2.463
C 0.77 -1.67 2.43  -1.337
N 1.81 -0.82 1.87  0.218
C 2.40 0.08 2.84  -1.372
C 1.58 1.32 3.05  0.558
C 1.38 1.88 4.31  -0.809
C 0.71 3.08 4.41  -0.506
C 0.24 3.68 3.24  -0.687
C 0.47 3.04 2.03  -0.919
N 1.12 1.90 1.94  0.601
C 2.85 -1.56 1.20  -1.243
C 2.33 -2.44 0.11  0.907
C 2.73 -3.77 0.01  -0.981
C 2.25 -4.53 -1.04  -0.621
C 1.38 -3.95 -1.95  -1.130
C 1.02 -2.62 -1.75  -0.167
N 1.48 -1.89 -0.75  0.788
C -0.35 -0.82 2.99  0.679
C -0.72 -0.91 4.32  -0.994
C -1.67 -0.03 4.82  -0.688
C -2.19 0.92 3.96  -1.038
C -1.81 0.89 2.63  -0.500
N -0.93 0.03 2.14  1.386
H 1.15 -2.33 3.23  0.103
H 0.36 -2.29 1.63  0.510
H 3.35 0.44 2.42  0.650
H 2.61 -0.43 3.80  0.302
H 1.75 1.37 5.19  0.426
H 0.56 3.55 5.37  0.395
H -0.29 4.62 3.28  0.440
H 0.13 3.44 1.08  0.563
H 3.45 -2.16 1.91  0.626
H 3.52 -0.82 0.75  0.065
H 3.42 -4.18 0.73  0.487
H 2.54 -5.57 -1.15  0.390
H 0.99 -4.50 -2.79  0.466
H 0.34 -2.11 -2.43  0.367
H -0.27 -1.66 4.96  0.468
H -1.97 -0.07 5.86  0.418
H -2.89 1.67 4.31  0.484
H -2.20 1.60 1.91  0.485
Cl 7.49 1.39 -3.94  -0.270
C 6.46 1.34 -2.55  0.381
C 6.89 1.84 -1.34  0.210
Cl 8.49 2.53 -1.20  -0.276
C 6.03 1.81 -0.23  0.100
Cl 6.58 2.45 1.30  -0.292
C 4.72 1.32 -0.30  -0.623
O 3.89 1.31 0.69  -0.349
C 4.28 0.75 -1.56  -0.121
O 3.10 0.24 -1.62  -0.477
C 5.17 0.79 -2.64  0.065
Cl 4.61 0.14 -4.15  -0.255
O -1.32 -2.44 -0.07  -0.905
S -1.73 -1.03 -0.28  1.520
C -2.59 -1.02 -1.88  0.430
C -3.02 0.19 -2.41  0.093
C -3.74 0.19 -3.59  -1.290
C -3.99 -1.00 -4.26  -0.624
C -3.50 -2.20 -3.75  -0.794
C -2.82 -2.21 -2.54  -0.530
C -3.32 -0.94 0.61  -0.003
C -3.68 -2.01 1.42  -0.342
C -4.85 -1.98 2.15  -0.768
C -5.68 -0.86 2.09  -0.513
C -5.31 0.22 1.30  -0.870
C -4.13 0.19 0.57  -0.290
H -2.74 1.13 -1.94  0.550
H -4.09 1.13 -4.00  0.389
H -4.54 -0.99 -5.19  0.369
H -3.67 -3.12 -4.29  0.379
H -2.45 -3.13 -2.11  0.434
H -3.01 -2.87 1.45  0.471
H -5.13 -2.82 2.77  0.402
H -6.60 -0.83 2.66  0.373
H -5.95 1.09 1.25  0.407
H -3.85 1.03 -0.04  0.522
N 0.42 1.83 -1.36  -0.636
C -0.21 1.99 -2.50  -0.853
C -0.08 1.05 -3.61  0.032
C -0.77 1.18 -4.79  -0.492
C -1.67 2.24 -5.00  -0.658
C -1.79 3.21 -3.99  -0.308
C -1.09 3.11 -2.80  -0.574
H 0.65 0.26 -3.47  0.593
H -0.63 0.45 -5.58  0.315
H -2.23 2.33 -5.93  0.348
H -2.45 4.06 -4.16  0.258
H -1.19 3.89 -2.05  0.221

(2)
Here is a structure of composition C42H33Cl5GeLiN3O2 from the Open Molecules 2025 dataset. Energies are from ωB97M-V/def2-TZVPD.

Its net charge is -1. The value obtained for the orbital gap (spin up / spin down) is 5.1135 / 7.9377 eV. The multiplicity is 2. The highest occupied orbital energy (spin up / spin down) comes out at -2.692 / -5.519 eV.

Last column: Löwdin spin population.
Positions of all 87 atoms, in Å:
Li -0.10 1.22 1.71  0.007
Cl -3.42 2.89 0.57  0.029
C -2.01 3.80 0.95  0.116
C -0.78 3.08 0.85  0.204
C 0.33 3.80 1.41  0.140
Cl 1.72 2.87 1.77  0.038
C 0.29 5.13 1.71  0.027
Cl 1.69 5.94 2.32  0.004
C -0.92 5.85 1.58  0.216
Cl -0.93 7.57 1.67  0.063
C -2.09 5.12 1.28  0.036
Cl -3.63 5.93 1.37  0.005
N -1.83 0.52 3.95  0.000
C -2.16 0.45 5.25  0.000
C -1.42 1.41 5.90  0.000
C -0.65 2.00 4.89  0.000
N -0.91 1.45 3.72  0.003
H -2.05 -0.13 3.19  0.000
H -2.88 -0.26 5.62  0.000
H -1.40 1.64 6.94  0.000
H 0.05 2.81 4.96  0.000
C 3.90 3.64 -2.38  0.003
C 3.72 2.52 -1.59  0.000
C 2.44 2.15 -1.21  0.003
C 1.33 2.87 -1.63  0.011
C 1.53 3.97 -2.46  0.003
C 2.80 4.36 -2.82  0.000
Ge -0.47 2.34 -1.00  0.053
C -0.63 0.40 -1.38  0.000
C 0.21 -0.13 -2.35  0.001
C 0.02 -1.41 -2.83  0.000
C -1.03 -2.18 -2.35  0.000
C -1.86 -1.67 -1.37  0.000
C -1.66 -0.38 -0.89  0.000
C -1.85 3.22 -2.12  0.016
C -2.76 2.49 -2.87  0.004
C -3.80 3.12 -3.53  0.002
C -3.96 4.49 -3.43  0.002
C -3.05 5.24 -2.70  0.001
C -2.01 4.60 -2.05  0.004
H 4.90 3.95 -2.66  0.000
H 4.57 1.94 -1.26  0.000
H 2.30 1.29 -0.57  0.000
H 0.67 4.51 -2.83  0.000
H 2.95 5.22 -3.45  0.000
H 1.02 0.47 -2.74  0.000
H 0.68 -1.81 -3.60  0.000
H -1.20 -3.17 -2.75  0.000
H -2.68 -2.27 -1.00  0.000
H -2.32 0.01 -0.13  0.000
H -2.65 1.41 -2.93  0.000
H -4.50 2.54 -4.12  0.000
H -4.79 4.97 -3.92  0.000
H -3.17 6.31 -2.61  0.000
H -1.31 5.19 -1.46  0.001
C 3.18 -5.24 -2.46  0.000
C 1.77 -5.26 -1.95  0.000
C 0.84 -6.09 -2.55  0.000
C -0.48 -6.11 -2.11  0.000
C -0.85 -5.33 -1.03  0.000
C 0.08 -4.52 -0.39  0.000
N -0.31 -3.78 0.73  0.000
C 0.41 -3.73 1.91  0.000
C 1.06 -4.86 2.40  0.000
C 1.69 -4.83 3.63  0.000
C 1.70 -3.67 4.38  0.000
C 1.09 -2.53 3.88  0.000
C 0.45 -2.55 2.66  0.000
C -0.15 -1.28 2.12  0.000
O -1.38 -1.21 1.97  0.001
O 0.65 -0.36 1.86  0.000
C 1.40 -4.45 -0.87  0.000
C 2.38 -3.51 -0.24  0.000
H 3.34 -6.05 -3.17  0.000
H 3.89 -5.35 -1.64  0.000
H 3.39 -4.30 -2.97  0.000
H 1.14 -6.72 -3.37  0.000
H -1.19 -6.74 -2.60  0.000
H -1.88 -5.33 -0.68  0.000
H -0.91 -2.98 0.57  0.000
H 1.06 -5.77 1.81  0.000
H 2.18 -5.72 4.00  0.000
H 2.18 -3.64 5.35  0.000
H 1.12 -1.60 4.44  0.000
H 2.88 -3.99 0.60  0.000
H 1.87 -2.62 0.14  0.000
H 3.13 -3.18 -0.95  0.000

(3)
Here is a structure of composition C42H33N12O4SeTi from the Open Molecules 2025 dataset. Energies are from ωB97M-V/def2-TZVPD.

Its net charge is -1. The value obtained for the orbital gap (spin up / spin down) is 3.9141 / 5.3382 eV. The multiplicity is 3. The highest occupied orbital energy (spin up / spin down) comes out at -2.983 / -4.398 eV.

Last column: Löwdin spin population.
Positions of all 93 atoms, in Å:
Ti 0.34 -0.44 0.06  0.870
C 0.38 -0.67 -4.52  0.005
C -1.04 -0.23 -4.12  0.030
C -2.00 -1.23 -4.69  0.194
C -3.29 -1.41 -4.33  0.026
C -4.09 -0.71 -3.37  0.214
C -3.73 0.27 -2.45  0.043
C -4.83 1.01 -1.72  -0.006
C -2.42 0.60 -2.08  0.183
N -2.09 1.44 -1.11  0.117
C -2.40 2.61 -0.60  0.043
O -3.11 3.53 -1.01  0.060
C -1.61 2.83 0.69  0.003
C -1.54 4.10 1.24  0.003
C -0.81 4.29 2.40  0.000
C -0.21 3.19 3.00  0.003
C -0.34 1.95 2.39  0.000
N -0.99 1.78 1.24  0.009
C 0.24 0.72 3.06  0.004
O 0.54 0.82 4.26  0.006
N 0.33 -0.38 2.30  0.005
C 0.82 -1.53 3.00  0.001
C 2.18 -1.66 3.34  0.001
C 3.12 -0.50 3.23  0.000
C 2.64 -2.86 3.84  0.000
C 1.79 -3.93 4.06  0.001
C 0.44 -3.76 3.84  0.000
C -0.06 -2.56 3.35  0.001
C -1.56 -2.38 3.31  0.001
H 0.48 -0.60 -5.61  0.001
H 1.15 -0.07 -4.06  0.000
H 0.53 -1.71 -4.24  0.001
H -1.61 -1.87 -5.47  0.012
H -3.83 -2.18 -4.87  -0.004
H -5.15 -0.92 -3.43  0.017
H -5.81 0.70 -2.09  0.000
H -4.78 0.82 -0.65  -0.002
H -4.72 2.09 -1.84  0.000
H -2.06 4.90 0.74  0.000
H -0.72 5.27 2.85  0.000
H 0.33 3.24 3.94  0.000
H 2.99 0.02 2.28  0.000
H 2.93 0.21 4.03  0.000
H 4.16 -0.85 3.29  0.000
H 3.70 -2.95 4.06  0.000
H 2.18 -4.87 4.44  0.000
H -0.26 -4.56 4.09  0.000
H -1.99 -2.77 4.23  0.000
H -1.82 -1.32 3.25  0.000
H -2.03 -2.91 2.48  0.000
N 3.07 2.88 -0.28  0.000
C 2.52 2.03 0.58  0.001
N 1.53 1.40 -0.02  0.003
C 1.52 1.91 -1.28  0.002
N 2.46 2.82 -1.49  0.001
C 0.50 1.43 -2.23  0.004
C 0.22 2.29 -3.25  -0.007
N -0.72 2.23 -4.28  0.004
C -1.29 1.16 -4.65  0.008
C -1.20 -0.20 -2.55  0.024
N -0.01 0.22 -1.84  0.000
H 3.87 3.48 -0.16  0.000
H 2.84 1.92 1.60  0.000
H 0.78 3.22 -3.24  0.000
H -2.05 1.25 -5.43  0.001
H -1.39 -1.25 -2.30  0.006
Se -3.66 -6.93 -1.45  -0.003
N -4.05 -5.40 -0.60  -0.003
C -3.00 -4.63 -0.68  0.000
C -2.93 -3.29 -0.12  0.000
C -4.04 -2.65 0.44  0.019
C -3.88 -1.36 0.90  -0.002
C -2.64 -0.75 0.81  0.023
N -1.57 -1.34 0.28  0.001
C -1.73 -2.59 -0.20  0.016
C -0.59 -3.15 -0.93  0.011
N 0.46 -2.32 -1.04  0.003
C 1.45 -2.67 -1.86  0.012
C 1.47 -3.89 -2.52  0.000
C 0.42 -4.77 -2.36  0.013
C -0.65 -4.39 -1.56  0.000
C -1.86 -5.19 -1.39  0.000
N -2.01 -6.39 -1.88  -0.001
H -4.98 -3.17 0.48  0.001
H -4.71 -0.81 1.32  0.000
H -2.47 0.26 1.17  0.002
H 2.24 -1.94 -1.98  0.001
H 2.31 -4.12 -3.17  0.000
H 0.39 -5.73 -2.86  0.001
O 3.75 -0.55 -1.06  0.008
C 3.39 -1.11 -0.03  0.003
O 2.20 -1.20 0.43  0.004
H 4.13 -1.68 0.57  0.000

ΔE to the lowest compared entry with this formula, charge and spin list, top to bottom, in kcal per mole: 97.12 0.00 49.95
Maximum force list, top to bottom, in eV Å⁻¹: 5.238 1.161 1.591